Entry 1:
Formula: C48H60N3O6S2SeW
Source: the Open Molecules 2025 dataset
Level of theory: ωB97M-V/def2-TZVPD

Output
Gap between HOMO and LUMO (alpha / beta) = 6.903 / 7.358 eV
2S+1 = 3
Total charge = +1

Geometry as XYZ:
```
121
Properties=species:S:1:pos:R:3:forces:R:3:lowdin_charge:R:1
W -0.79796 -0.05912 -0.73698 0.570 -0.356 1.457 1.6633
C 0.89993 -0.06995 7.05488 -0.019 0.013 0.028 -0.0618
C 1.61978 -0.67684 5.84949 -0.028 0.022 -0.051 -0.5582
C 1.86062 -2.16855 6.12467 -0.001 -0.042 0.004 -0.0394
C 2.96865 0.03646 5.68006 0.017 0.042 -0.009 -0.0439
C 0.79878 -0.53561 4.56454 0.072 -0.033 0.049 -0.1512
C 1.31824 -0.98818 3.35621 0.079 0.041 0.024 -0.0455
C 0.56936 -0.86193 2.20183 0.117 -0.180 -0.042 -0.4075
Se 1.06674 -1.72511 0.55795 -0.241 0.237 -0.197 1.2699
C 2.44845 -0.75318 -0.34988 -0.041 -0.105 0.091 -0.3942
C 3.77620 -0.92190 -0.00913 0.057 0.052 0.135 -0.0530
C 4.76964 -0.41097 -0.83153 0.123 0.027 0.004 -0.1511
C 4.36347 0.25281 -1.98725 -0.067 0.059 -0.043 0.0534
C 3.03376 0.42845 -2.37917 0.229 0.104 -0.171 -0.0733
C 2.06547 -0.11459 -1.53437 0.082 0.110 0.239 -0.3225
O 0.74334 -0.06347 -1.81857 0.596 0.063 -1.051 -0.3090
C 2.66965 1.17578 -3.67379 -0.030 -0.091 0.083 -0.5240
C 3.91113 1.67845 -4.41890 -0.019 -0.034 0.037 -0.0594
C 1.89977 0.23870 -4.62026 0.039 -0.006 0.007 -0.0293
C 1.80512 2.39859 -3.33357 0.053 0.070 -0.028 -0.0342
C 6.24244 -0.61782 -0.46448 -0.072 -0.005 -0.003 -0.5565
C 6.52354 -2.12478 -0.34508 -0.022 -0.006 -0.025 -0.0406
C 6.52943 0.06460 0.88040 0.017 0.028 0.023 -0.0422
C 7.18170 -0.03382 -1.52006 0.032 0.010 -0.036 -0.0617
C -0.72828 -0.34218 2.21757 0.270 0.001 -0.117 -0.3477
O -1.38122 -0.26507 1.03282 -0.638 -0.033 1.126 -0.3075
C -1.29454 0.09581 3.41240 -0.173 0.121 0.172 -0.0755
C -0.49232 -0.01326 4.55140 -0.072 0.079 -0.012 0.0529
C -2.72793 0.65030 3.47437 0.080 -0.079 -0.016 -0.5237
C -2.85076 1.91359 2.60972 0.001 0.080 0.083 -0.0344
C -3.12897 1.02964 4.90399 0.052 -0.049 -0.007 -0.0595
C -3.70962 -0.42406 2.97640 -0.018 0.012 0.070 -0.0289
H 1.52641 -0.18107 7.94231 -0.030 0.011 -0.043 0.0907
H -0.04933 -0.57433 7.25811 0.073 0.043 -0.005 0.0903
H 0.70735 0.99818 6.91484 0.003 -0.078 0.022 0.0920
H 2.39093 -2.29486 7.07258 -0.017 0.006 -0.075 0.0907
H 2.46310 -2.63228 5.33895 -0.048 0.027 0.044 0.0812
H 0.91264 -2.70877 6.18853 0.054 0.020 0.013 0.0941
H 3.55315 -0.04563 6.60031 -0.030 0.001 -0.065 0.0906
H 2.82080 1.09835 5.46286 0.026 -0.062 0.021 0.0913
H 3.56160 -0.39755 4.87036 -0.047 0.030 0.053 0.0753
H 2.30168 -1.44354 3.30700 -0.077 0.021 0.023 0.1118
H 4.02705 -1.45496 0.90106 0.002 -0.018 -0.081 0.1097
H 5.12693 0.65875 -2.62991 0.016 -0.001 -0.019 0.0877
H 4.57898 0.86130 -4.70240 -0.036 0.045 0.011 0.0932
H 4.47255 2.40651 -3.82730 -0.001 -0.062 -0.031 0.0923
H 3.59209 2.17363 -5.33825 0.012 -0.004 0.050 0.0910
H 2.47019 -0.67361 -4.81018 -0.017 0.048 -0.019 0.0998
H 1.72781 0.73921 -5.57664 0.006 -0.025 0.049 0.0914
H 0.93260 -0.04354 -4.20753 0.000 -0.016 0.012 0.0596
H 2.35459 3.09379 -2.69102 -0.039 -0.038 -0.042 0.0970
H 0.89100 2.10792 -2.82120 -0.009 -0.001 -0.023 0.0458
H 1.52972 2.92694 -4.25117 0.026 -0.026 0.061 0.0948
H 5.97160 -2.57688 0.48290 0.025 0.024 -0.058 0.0792
H 7.58865 -2.29447 -0.16846 -0.066 0.012 0.019 0.0897
H 6.24275 -2.64524 -1.26410 0.035 0.015 0.042 0.0951
H 5.91616 -0.35365 1.68354 0.045 0.030 -0.053 0.0761
H 6.32746 1.13765 0.82109 0.019 -0.058 0.016 0.0915
H 7.57928 -0.07117 1.15546 -0.078 0.003 -0.015 0.0911
H 7.00829 -0.47661 -2.50541 0.029 0.034 0.073 0.0919
H 8.21499 -0.25029 -1.24057 -0.051 0.035 -0.010 0.0904
H 7.08019 1.05285 -1.59922 -0.002 -0.083 -0.015 0.0910
H -0.90617 0.33243 5.48540 -0.013 -0.026 -0.017 0.0881
H -2.13251 2.67265 2.93448 -0.058 -0.023 -0.013 0.0869
H -3.85505 2.33286 2.71413 0.051 -0.021 -0.006 0.0938
H -2.68563 1.70438 1.55539 0.020 -0.017 -0.070 0.0653
H -2.51091 1.84030 5.30052 -0.032 -0.061 -0.008 0.0921
H -3.06733 0.17528 5.58298 -0.014 0.056 -0.029 0.0929
H -4.16511 1.37273 4.90098 0.045 0.003 -0.004 0.0906
H -3.54889 -0.66974 1.92893 0.020 -0.013 -0.018 0.0748
H -4.73551 -0.06337 3.08739 0.046 -0.021 -0.007 0.0912
H -3.60486 -1.33955 3.56385 -0.031 0.042 -0.012 0.0974
S -0.60105 6.26867 1.06679 0.076 0.039 0.013 1.0582
C -0.51200 4.64085 0.43178 -0.072 0.057 -0.033 -0.4888
C -1.09721 4.21535 -0.75799 0.027 0.043 -0.257 -0.0195
C -1.02602 2.88709 -1.10382 -0.313 0.484 -0.336 -0.1047
N -0.42411 1.96302 -0.35036 -0.007 0.461 -0.025 -0.0978
C 0.18584 2.37859 0.75651 0.520 0.103 0.614 -0.0905
C 0.16147 3.68409 1.18332 0.163 -0.030 0.245 -0.0587
C -0.87164 7.21632 -0.41662 -0.061 -0.054 0.046 -0.5367
C -2.15476 7.48681 -0.86824 -0.011 0.045 0.032 -0.0865
C -2.29038 8.22107 -2.03928 0.176 0.084 -0.113 -0.1246
N -1.25326 8.68815 -2.73620 0.034 -0.087 0.173 0.0764
C -0.02771 8.44429 -2.26846 -0.203 0.033 -0.077 -0.1224
C 0.21855 7.71127 -1.11462 -0.015 0.006 -0.064 -0.0723
H -1.60189 4.90649 -1.41881 -0.007 -0.033 0.025 0.1158
H -1.48053 2.53013 -2.01433 -0.149 0.025 -0.113 0.1209
H 0.73314 1.62525 1.30348 0.007 -0.030 0.206 0.1221
H 0.67605 3.96080 2.09567 -0.009 -0.068 -0.052 0.1230
H -3.02499 7.14898 -0.31956 0.034 -0.022 -0.037 0.1136
H -3.27618 8.44536 -2.43384 0.057 -0.001 0.017 0.1136
H 0.79702 8.85405 -2.84281 -0.054 -0.027 0.021 0.1134
H 1.22927 7.53511 -0.77044 -0.028 0.003 -0.018 0.1103
C -7.80876 -6.08659 -0.85045 0.068 -0.046 -0.048 -0.0440
C -6.53411 -5.97218 -1.64694 -0.051 0.003 0.053 -0.2611
C -5.34040 -6.51031 -1.17223 -0.010 -0.027 0.009 -0.0286
C -4.16045 -6.38245 -1.89058 -0.043 0.004 -0.085 -0.0481
C -4.18336 -5.71435 -3.10812 -0.111 0.217 0.131 -0.2894
C -5.36957 -5.19303 -3.62066 0.071 -0.125 0.011 -0.0557
C -6.53442 -5.32815 -2.88500 -0.045 0.005 -0.025 -0.0316
S -2.66328 -5.35370 -3.91798 -0.044 -0.185 -0.148 0.6278
O -2.92384 -5.16695 -5.31302 0.022 0.062 -0.050 -0.2811
O -1.68129 -6.27442 -3.44331 0.077 -0.023 0.090 -0.2751
N -2.21042 -3.87339 -3.33976 -0.187 0.193 -0.027 -0.1200
C -2.89968 -2.68662 -3.84943 0.186 -0.136 0.166 -0.1985
C -2.02835 -1.44603 -3.61406 -0.179 -0.075 -0.086 -0.0683
C -2.06227 -1.04606 -2.18358 -1.890 -0.712 -1.018 -0.6309
O -1.85555 -1.85099 -1.23128 0.087 -0.264 -0.144 -0.0453
O -2.43395 0.19532 -1.83521 0.771 -0.038 -0.531 -0.1043
H -7.61504 -6.45523 0.15683 -0.004 0.013 -0.046 0.0766
H -8.50733 -6.77467 -1.33190 0.030 0.023 0.008 0.0888
H -8.30504 -5.11827 -0.77231 0.005 -0.021 -0.003 0.0826
H -5.33519 -7.04007 -0.22610 0.006 0.037 -0.032 0.1161
H -3.22997 -6.80545 -1.52952 -0.070 0.051 -0.002 0.1158
H -5.37183 -4.71839 -4.59572 0.001 0.001 0.094 0.1167
H -7.46547 -4.93172 -3.27784 0.063 -0.017 0.024 0.1204
H -2.11172 -3.89346 -2.32932 0.103 0.007 -0.077 0.1061
H -3.88702 -2.54485 -3.39769 -0.052 -0.032 0.002 0.1307
H -3.02972 -2.81427 -4.91959 0.000 -0.051 -0.050 0.1213
H -2.36799 -0.60799 -4.21588 -0.011 0.042 -0.066 0.1351
H -1.00644 -1.70482 -3.88774 0.142 0.060 -0.016 0.1365
```
Positions in Å, forces in eV/Å.

Entry 2:
Formula: C26H18F5N6ORuS2
Source: the Open Molecules 2025 dataset
Level of theory: ωB97M-V/def2-TZVPD

Output
Gap between HOMO and LUMO (alpha / beta) = 8.015 / 6.303 eV
2S+1 = 6
Total charge = +2
Energy relative to the best compared isomer or geometry (same formula, charge and spin) = 0.0 kJ/mol

Geometry as XYZ:
```
59
Properties=species:S:1:pos:R:3:forces:R:3:lowdin_charge:R:1
Ru 0.80727 0.31380 0.04594 -0.025 -0.039 -0.192 1.2792
N 1.42157 -3.01942 0.42062 -0.025 -0.004 -0.004 0.1991
C 1.95076 -2.58911 -0.73385 0.038 0.009 -0.011 -0.4267
N 2.77187 -3.39066 -1.38118 -0.038 0.075 0.014 0.1976
C 3.28351 -2.91091 -2.51888 0.030 -0.053 -0.047 -0.3922
N 4.12822 -3.66608 -3.19715 -0.005 0.010 0.004 0.2232
N 2.98933 -1.68650 -3.04704 -0.030 -0.012 0.048 0.2047
C 2.18842 -0.96220 -2.33031 0.001 0.076 -0.040 -0.2787
N 1.62869 -1.32916 -1.15247 0.038 -0.046 0.015 0.0263
C 1.84857 0.40320 -2.82182 0.037 -0.047 -0.034 -0.1890
C 2.19034 0.82211 -4.09315 0.001 -0.019 0.025 0.0362
C 1.82331 2.09905 -4.49249 0.001 0.004 -0.010 0.0099
C 1.12816 2.91281 -3.61137 -0.003 0.008 0.011 -0.0022
C 0.83528 2.42798 -2.35009 0.003 -0.003 -0.021 -0.0992
N 1.19216 1.19934 -1.96395 -0.063 0.051 0.069 -0.0123
H 1.63434 -3.96780 0.68624 -0.002 -0.019 0.017 0.1281
H 0.57374 -2.61803 0.78805 -0.025 0.009 0.038 0.0701
H 4.37627 -4.57753 -2.84902 0.002 -0.001 0.001 0.1342
H 4.52427 -3.32895 -4.05834 0.000 0.000 -0.003 0.1321
H 2.72978 0.14839 -4.74205 0.000 0.001 -0.003 0.1277
H 2.07506 2.45250 -5.48318 -0.002 0.003 0.000 0.1324
H 0.81732 3.90982 -3.88961 0.000 -0.001 -0.003 0.1291
H 0.29825 3.02715 -1.62444 0.002 0.000 -0.005 0.1198
F 2.14576 6.15814 -0.61005 -0.011 0.012 -0.008 0.1943
C 2.08215 4.96919 -0.06142 -0.005 -0.028 0.007 -0.1156
C 3.04798 4.01471 -0.37331 -0.012 -0.010 0.021 -0.1459
F 4.00811 4.30914 -1.23126 0.011 -0.003 0.002 0.1677
C 2.97083 2.76395 0.19799 -0.018 0.051 -0.037 -0.2664
F 3.87645 1.85299 -0.12609 0.015 -0.012 0.004 0.1137
C 1.92985 2.41760 1.08070 0.037 -0.138 0.003 -0.5688
S 1.94968 0.89098 1.95337 0.028 0.058 0.119 0.7262
C 0.96248 3.40179 1.36031 0.017 0.112 -0.027 -0.2461
F -0.03316 3.11781 2.18592 -0.015 -0.006 0.014 0.1083
C 1.03169 4.66134 0.80153 0.004 -0.033 0.016 -0.1383
F 0.11738 5.57277 1.07382 -0.009 0.001 0.001 0.1721
O -1.23308 0.29511 0.37102 0.041 -0.024 -0.021 -0.6643
S -1.92863 0.27481 1.77495 -0.019 -0.034 0.159 1.0996
C -3.63992 0.08789 1.38488 0.034 -0.025 -0.091 -0.4076
C -4.53216 0.34865 2.41600 -0.019 -0.005 0.009 -0.0657
C -5.88577 0.18430 2.17102 -0.019 0.009 -0.014 -0.0407
C -6.32119 -0.20877 0.91145 0.007 0.005 0.015 -0.0369
C -5.41189 -0.43915 -0.11281 0.011 0.006 -0.005 -0.0437
C -4.05206 -0.29378 0.11627 -0.018 0.007 0.011 -0.0760
C -1.48118 -1.30884 2.44149 0.032 0.057 -0.052 -0.4049
C -0.62862 -1.29133 3.54015 -0.002 -0.004 -0.004 -0.0933
C -0.20485 -2.49927 4.07943 -0.018 -0.003 0.008 -0.0425
C -0.63946 -3.69335 3.52236 0.016 -0.001 0.009 -0.0427
C -1.49692 -3.69745 2.42352 -0.015 0.029 -0.019 -0.0548
C -1.92816 -2.50097 1.87474 -0.005 0.016 0.021 -0.0659
H -4.18288 0.67616 3.38797 -0.002 -0.010 0.006 0.1220
H -6.60076 0.37860 2.95815 -0.001 0.000 0.003 0.1220
H -7.37977 -0.32389 0.72257 -0.003 -0.001 0.006 0.1213
H -5.76192 -0.72713 -1.09457 -0.002 -0.003 0.002 0.1194
H -3.33138 -0.45062 -0.67436 0.001 -0.016 0.007 0.1096
H -0.31656 -0.34998 3.97566 0.010 0.002 -0.004 0.1075
H 0.44557 -2.50529 4.94323 0.004 0.001 -0.002 0.1230
H -0.32493 -4.63261 3.95809 0.002 0.001 -0.004 0.1223
H -1.84779 -4.63491 2.01303 -0.003 0.002 -0.002 0.1222
H -2.62139 -2.48842 1.04376 -0.011 -0.015 -0.021 0.1198
```
Positions in Å, forces in eV/Å.

Entry 3:
Formula: C2H4N4
Source: the Open Molecules 2025 dataset
Level of theory: ωB97M-V/def2-TZVPD

Output
Gap between HOMO and LUMO (alpha / beta) = 7.653 / 7.592 eV
Total charge = 0
Energy relative to the best compared isomer or geometry (same formula, charge and spin) = 572.5 kJ/mol

Geometry as XYZ:
```
10
Properties=species:S:1:pos:R:3:forces:R:3:lowdin_charge:R:1
C -0.91395 -0.67123 0.09074 0.620 -0.016 2.120 -0.1400
C -0.31922 -0.01982 -0.94538 -1.112 -0.302 0.243 -0.0517
N 1.08002 1.00783 -2.51654 2.748 2.322 -3.117 0.0181
N 0.33204 0.59424 -1.66889 0.025 1.053 0.357 -0.1396
N -0.36913 -0.60819 1.32473 0.225 -1.169 1.562 -0.1711
N 0.72173 0.08655 1.63782 -1.124 -1.060 2.041 0.0154
H -1.86666 -1.12465 0.04745 -0.664 -0.621 -0.124 0.0841
H 1.27306 2.05825 -2.71759 -1.185 -2.275 1.255 0.0973
H -0.85866 -1.32350 2.02501 1.275 2.262 -1.522 0.2062
H 0.92078 0.00050 2.72264 -0.808 -0.194 -2.815 0.0814
```
Positions in Å, forces in eV/Å.

Entry 4:
Formula: C4H12O3
Source: the Open Molecules 2025 dataset
Level of theory: ωB97M-V/def2-TZVPD

Output
Gap between HOMO and LUMO = 9.956 eV
Total charge = 0
Energy relative to the best compared isomer or geometry (same formula, charge and spin) = 273.0 kJ/mol

Geometry as XYZ:
```
19
Properties=species:S:1:pos:R:3:forces:R:3:lowdin_charge:R:1
C 0.35154 1.12132 -1.76807 1.809 -1.321 0.624 -0.0368
C 0.61189 -0.25159 -1.03643 -1.039 4.070 3.469 -0.4488
O 1.05221 -1.34092 -1.73027 0.981 -0.189 -1.356 -0.0024
C -0.63250 -0.73488 -0.19930 6.828 -1.139 2.628 -0.0508
C -0.07415 -1.32180 1.28562 -1.718 -2.307 -1.472 -0.2909
O 0.43488 -0.35954 2.05379 -0.098 5.872 1.057 -0.1050
H -0.17938 1.06368 -2.64518 -1.500 -0.550 -2.387 0.0375
H 1.31128 1.60624 -2.05778 -0.665 -0.073 0.629 0.0968
H -0.29215 1.69492 -1.13136 0.188 0.656 0.479 0.0453
H 1.35284 0.25711 -0.25581 -0.660 -2.210 -1.219 0.1643
H 0.76684 -1.21402 -2.64685 0.228 -0.281 0.171 0.1099
H -1.27051 -0.07628 0.20090 -2.801 2.572 0.532 0.0367
H -0.91770 -1.55836 -0.68999 -2.223 -2.758 -1.816 0.0602
H -0.99224 -1.75957 1.78412 0.545 0.153 -0.627 0.1110
H 0.74718 -2.07842 1.43788 -1.004 -0.032 -1.566 0.1329
H -0.03667 0.55157 1.87855 1.052 -2.586 0.807 0.1212
O -1.37561 2.24762 1.29483 -4.503 -0.284 2.638 -0.0085
H -0.71974 2.22280 0.69313 3.514 0.102 -3.297 -0.0597
H -2.20235 2.03478 0.79463 1.064 0.302 0.705 0.0871
```
Positions in Å, forces in eV/Å.

Please write out number 3 again, unchanged.
Formula: C2H4N4
Source: the Open Molecules 2025 dataset
Level of theory: ωB97M-V/def2-TZVPD

Output
Gap between HOMO and LUMO (alpha / beta) = 7.653 / 7.592 eV
Total charge = 0
Energy relative to the best compared isomer or geometry (same formula, charge and spin) = 572.5 kJ/mol

Geometry as XYZ:
```
10
Properties=species:S:1:pos:R:3:forces:R:3:lowdin_charge:R:1
C -0.91395 -0.67123 0.09074 0.620 -0.016 2.120 -0.1400
C -0.31922 -0.01982 -0.94538 -1.112 -0.302 0.243 -0.0517
N 1.08002 1.00783 -2.51654 2.748 2.322 -3.117 0.0181
N 0.33204 0.59424 -1.66889 0.025 1.053 0.357 -0.1396
N -0.36913 -0.60819 1.32473 0.225 -1.169 1.562 -0.1711
N 0.72173 0.08655 1.63782 -1.124 -1.060 2.041 0.0154
H -1.86666 -1.12465 0.04745 -0.664 -0.621 -0.124 0.0841
H 1.27306 2.05825 -2.71759 -1.185 -2.275 1.255 0.0973
H -0.85866 -1.32350 2.02501 1.275 2.262 -1.522 0.2062
H 0.92078 0.00050 2.72264 -0.808 -0.194 -2.815 0.0814
```
Positions in Å, forces in eV/Å.